No. 1
Density functional theory data (ωB97M-V with the def2-TZVPD basis set) for a structure of composition C51H56AsSb3Tl.

Results
total charge	+3
LUMO level (spin up / spin down)	-9.94 / -9.75	eV
multiplicity	1
HOMO-LUMO gap (spin up / spin down)	5.01 / 5.17	eV

Last column: Löwdin charge in e.
Atoms and positions in Å:
Tl  -1.405027  0.411559  0.512230  0.649
C  0.588266  -4.009844  -0.608987  -0.358
C  -0.786179  -4.619578  -0.287681  -0.338
C  -1.825688  -3.661704  0.321408  -0.345
Sb  -3.615621  -3.365955  -0.811373  1.754
C  -4.393742  -1.555958  -0.047999  -0.402
C  -4.420336  -0.399420  -0.830056  -0.178
C  -4.973799  0.768001  -0.315010  -0.080
C  -5.516222  0.772797  0.964626  -0.053
C  -5.498371  -0.381307  1.737069  -0.055
C  -4.937881  -1.550143  1.237786  -0.113
C  -4.924212  -4.840543  -0.136047  -0.401
C  -6.295310  -4.579946  -0.079691  -0.116
C  -7.144080  -5.566971  0.392638  -0.043
C  -6.633219  -6.806168  0.762724  -0.025
C  -5.270611  -7.070954  0.672520  -0.045
C  -4.408197  -6.095089  0.203784  -0.114
Sb  0.780060  -1.919932  -1.142423  1.405
C  2.229974  -2.151239  -2.670320  -0.399
C  2.263680  -1.223888  -3.708123  -0.142
C  3.228388  -1.326533  -4.700351  -0.075
C  4.169605  -2.346722  -4.651690  -0.057
C  4.145364  -3.265458  -3.612837  -0.065
C  3.179623  -3.166812  -2.618118  -0.145
C  -0.887093  -1.753513  -2.503315  -0.417
C  -1.375004  -0.493306  -2.845984  -0.208
C  -2.387676  -0.335886  -3.790359  -0.082
C  -2.942706  -1.448178  -4.402608  -0.057
C  -2.464048  -2.715766  -4.086887  -0.083
C  -1.444825  -2.865016  -3.148259  -0.174
H  1.042525  -4.559585  -1.433524  0.056
H  1.260433  -4.120038  0.244122  0.058
H  -0.639069  -5.447227  0.408131  0.115
H  -1.172053  -5.083956  -1.196676  0.081
H  -1.416888  -2.662056  0.476543  -0.018
H  -2.209211  -4.014928  1.281391  0.074
H  -4.047109  -0.412586  -1.848453  0.079
H  -5.016221  1.660406  -0.926676  0.121
H  -5.980983  1.671015  1.349678  0.122
H  -5.938026  -0.380329  2.725850  0.122
H  -4.939958  -2.445252  1.848039  0.113
H  -6.699134  -3.621970  -0.384006  0.108
H  -8.205866  -5.374471  0.462807  0.123
H  -7.305757  -7.578838  1.109970  0.125
H  -4.885067  -8.039583  0.959392  0.123
H  -3.349247  -6.310856  0.122811  0.099
H  1.530400  -0.426033  -3.763914  0.097
H  3.239717  -0.618214  -5.518624  0.117
H  4.918583  -2.428697  -5.427878  0.119
H  4.874392  -4.064292  -3.578314  0.120
H  3.184677  -3.888161  -1.809242  0.101
H  -0.919179  0.399777  -2.421307  0.053
H  -2.729655  0.655562  -4.059481  0.121
H  -3.723541  -1.331229  -5.141808  0.123
H  -2.859780  -3.584967  -4.596394  0.122
H  -1.037879  -3.854493  -2.972283  0.098
C  0.507287  4.459364  -1.611426  -0.063
C  1.876088  4.992202  -1.281841  -0.316
C  2.327662  6.187372  -1.833356  -0.015
C  3.584175  6.689358  -1.524757  -0.031
C  4.423124  6.009535  -0.653519  -0.046
C  3.997639  4.818942  -0.082622  -0.108
C  2.739943  4.325004  -0.416939  -0.359
Sb  2.216205  2.523369  0.539410  1.706
C  2.486710  3.151060  2.536016  -0.336
C  1.689711  4.286164  2.751920  -0.160
C  1.697179  4.927836  3.975678  -0.060
C  2.495538  4.425035  4.993684  -0.031
C  3.281169  3.303847  4.776309  -0.020
C  3.296315  2.630328  3.555711  -0.288
C  4.202981  1.442976  3.407400  -0.039
C  3.330088  0.911690  -0.201772  -0.352
C  3.494176  -0.191098  0.647896  -0.196
C  4.292228  -1.249702  0.266511  -0.066
C  4.905963  -1.217919  -0.982479  -0.041
C  4.683016  -0.160890  -1.847700  -0.030
C  3.868130  0.916366  -1.501165  -0.279
C  3.620450  1.988937  -2.525180  -0.031
H  0.038711  5.038515  -2.404385  0.092
H  -0.154957  4.504394  -0.741184  0.075
H  0.555926  3.418575  -1.951093  0.055
H  1.686664  6.731991  -2.515091  0.125
H  3.908335  7.622680  -1.964745  0.123
H  5.400707  6.403516  -0.411895  0.122
H  4.649601  4.291960  0.605033  0.111
H  1.080164  4.695053  1.952490  0.091
H  1.105709  5.820688  4.126482  0.121
H  2.519918  4.916729  5.956995  0.124
H  3.920452  2.942174  5.572119  0.128
H  5.018434  1.504097  4.125306  0.096
H  4.643572  1.384763  2.413532  0.070
H  3.671087  0.509437  3.606839  0.086
H  3.015039  -0.212329  1.618144  0.083
H  4.444784  -2.087256  0.934378  0.122
H  5.544925  -2.034096  -1.292028  0.124
H  5.134164  -0.173617  -2.831960  0.128
H  3.726295  1.571428  -3.525066  0.087
H  4.339694  2.804492  -2.429073  0.102
H  2.622169  2.420772  -2.448927  0.055
C  -2.861281  1.596742  5.082350  -0.291
As  -1.828374  1.317582  3.463284  0.933
C  -1.749349  3.165733  2.824695  -0.329
C  -0.030615  1.168989  4.208285  -0.310
H  -2.340831  2.319359  5.709315  0.044
H  -2.970182  0.657631  5.620802  0.034
H  -3.847993  1.978473  4.827193  0.033
H  -1.310924  3.805630  3.590073  0.035
H  -2.757009  3.514665  2.599436  0.035
H  -1.142675  3.249759  1.918917  -0.021
H  0.223733  2.068086  4.769995  0.037
H  0.706345  1.033400  3.415112  -0.006
H  0.010764  0.304678  4.870072  0.038

Cartesian forces, eV/Å:
-0.23 0.02 0.04
0.11 -0.05 -0.01
-0.01 0.05 -0.07
0.05 -0.13 0.02
-0.04 0.01 0.13
-0.03 0.08 -0.08
0.00 -0.02 -0.04
0.03 -0.01 0.00
0.01 0.01 0.02
0.02 0.00 0.04
0.09 0.06 -0.01
0.02 -0.06 -0.12
0.02 -0.04 0.02
-0.01 0.01 0.00
0.01 0.00 -0.01
0.00 0.00 -0.01
-0.06 0.04 0.04
-0.38 0.01 -0.12
0.07 -0.03 0.00
-0.02 -0.10 -0.03
-0.05 -0.01 -0.01
0.02 0.00 -0.02
-0.04 -0.02 0.01
-0.09 0.01 -0.10
-0.05 -0.08 0.01
0.11 0.03 -0.03
0.05 -0.01 -0.02
-0.01 -0.03 0.01
0.00 0.03 0.00
0.04 0.01 -0.02
0.02 -0.03 0.03
-0.03 -0.02 0.02
0.02 0.00 0.00
-0.04 0.02 0.02
-0.03 0.03 0.05
0.05 0.03 0.02
-0.01 -0.01 0.09
-0.02 -0.01 -0.01
0.01 0.01 0.01
0.00 0.00 0.00
-0.04 -0.03 -0.01
0.00 0.02 0.00
-0.01 -0.01 -0.01
0.00 0.00 0.02
0.00 -0.01 -0.01
0.01 0.00 0.00
-0.02 0.01 0.00
0.00 0.01 -0.01
0.00 -0.01 -0.01
0.01 -0.01 0.00
0.00 -0.01 0.00
-0.03 -0.01 0.00
0.00 0.01 0.00
0.00 0.00 -0.01
-0.01 -0.02 0.00
-0.01 0.00 -0.01
-0.01 0.01 0.02
0.03 0.02 -0.06
-0.02 -0.03 -0.02
0.02 0.00 0.01
0.01 -0.01 0.00
-0.02 0.06 -0.05
-0.12 -0.03 0.01
0.31 0.13 0.03
-0.09 -0.08 0.04
0.05 -0.04 0.05
-0.01 0.00 -0.01
-0.01 0.00 0.01
0.00 -0.02 0.01
-0.01 0.09 -0.01
0.00 0.00 -0.02
-0.03 -0.06 -0.01
0.01 0.02 -0.02
-0.02 -0.01 -0.01
0.11 0.08 0.07
0.10 0.11 0.06
0.02 -0.11 0.03
0.04 0.02 0.05
0.00 0.00 -0.01
0.00 0.00 -0.01
-0.01 0.00 0.00
-0.01 0.01 0.01
0.00 0.00 -0.01
0.00 0.00 0.00
-0.01 0.01 0.03
0.02 0.02 -0.02
-0.01 0.00 0.00
0.01 0.01 0.00
0.00 0.01 0.00
0.00 -0.01 0.01
0.01 -0.01 -0.02
0.00 0.00 0.00
0.00 0.00 0.00
0.01 0.00 0.01
0.01 0.04 0.02
0.00 0.00 0.03
0.01 0.00 0.00
-0.01 0.02 0.01
-0.02 -0.01 0.00
-0.07 -0.09 0.02
0.16 0.10 -0.07
-0.04 0.02 0.01
0.01 -0.05 0.04
-0.01 0.01 0.00
0.00 0.01 0.00
0.00 -0.01 0.00
0.00 0.00 -0.01
0.01 0.00 -0.01
0.01 0.00 0.01
0.00 0.00 0.00
-0.02 0.00 0.00
0.01 0.00 0.00



No. 2
Density functional theory data (ωB97M-V with the def2-TZVPD basis set) for a cluster of 3 separate species, C2H8NO4 in total in a non-equilibrium geometry.

Results
total charge	-1
LUMO level	4.12	eV
multiplicity	1
HOMO-LUMO gap	8.26	eV

Last column: natural (NBO) charge in e.
Atoms and positions in Å:
O  -0.333821  -0.301048  -1.913052  -0.760
C  0.162244  -0.186378  -0.799891  0.756
O  1.387640  -0.051372  -0.407032  -0.840
C  -0.943051  -0.247083  0.482919  -0.337
N  -1.661472  -1.484819  0.486564  -0.840
H  -0.234846  -0.223824  1.258091  0.159
H  -1.584731  0.563566  0.419892  0.183
H  -2.519610  -1.303746  0.107240  0.344
H  -1.227663  -2.255281  0.090372  0.358
H  -0.329573  2.139316  -2.072184  0.481
H  0.255257  2.299535  -0.776579  0.477
O  -0.208230  2.821521  -1.435269  -0.962
H  2.985694  -0.916416  1.072655  0.478
H  1.693514  -0.253787  1.552193  0.499
O  2.558647  -0.600185  1.934082  -0.995

Cartesian forces, eV/Å:
0.19 0.02 -0.98
0.13 0.22 2.74
-2.16 0.02 -1.06
3.60 -1.85 -2.68
0.18 1.10 2.41
0.33 0.44 1.69
-1.16 1.61 0.11
-2.51 -0.18 -1.35
0.99 -1.27 -1.05
-0.40 -0.95 -1.21
0.35 0.10 0.49
0.13 0.77 0.72
-1.05 0.80 1.76
1.63 -0.51 0.18
-0.23 -0.33 -1.78



No. 3
Density functional theory data (ωB97M-V with the def2-TZVPD basis set) for a cluster of 2 separate species, C33H35BClNO2S in total in a non-equilibrium geometry.

Results
total charge	0
LUMO level	-3.23	eV
multiplicity	1
HOMO-LUMO gap	3.04	eV

Last column: Löwdin charge in e.
Atoms and positions in Å:
C  -4.455748  5.115643  2.194323  -0.126
C  -3.478047  4.145962  1.658653  -0.614
C  -3.266335  3.842567  0.334502  -0.166
C  -2.441893  2.668558  0.130481  -0.158
C  -1.923286  2.152651  1.301698  -0.334
B  -1.295294  0.697831  1.851567  -0.917
C  0.317949  1.058087  2.102489  -0.078
C  1.071353  1.531518  1.040145  -0.073
C  2.325442  2.112437  1.280894  -0.129
C  2.906266  1.973859  2.549859  -0.702
Cl  4.565815  2.376025  2.769683  0.640
C  2.170603  1.411609  3.602841  -0.101
C  0.856795  0.968663  3.378474  -0.023
O  -1.831834  0.505773  3.183063  -0.054
C  -2.859712  -0.461605  3.083048  -0.463
C  -2.879102  -1.146142  4.455768  -0.010
C  -4.139598  0.328579  2.829022  -0.035
C  -2.417533  -1.332843  1.799730  -0.458
C  -1.533053  -2.545656  2.105997  -0.024
C  -3.570522  -1.865093  0.968106  -0.032
O  -1.664322  -0.397691  1.016773  0.065
S  -2.416967  3.188320  2.628504  1.083
H  -4.906396  5.663662  1.362994  0.072
H  -5.280597  4.607341  2.703762  0.072
H  -4.005697  5.818427  2.900388  0.069
H  -3.813514  4.367660  -0.439645  0.088
H  -2.237114  2.285487  -0.859607  0.084
H  0.673757  1.439703  0.029266  0.107
H  2.906114  2.573735  0.488225  0.095
H  2.623578  1.291012  4.580117  0.094
H  0.289293  0.566019  4.218215  0.115
H  -3.577056  -1.988475  4.495982  0.081
H  -1.880728  -1.501300  4.733246  0.078
H  -3.184530  -0.414752  5.215452  0.089
H  -5.025029  -0.310591  2.910027  0.085
H  -4.222369  1.149070  3.550125  0.078
H  -4.128883  0.791810  1.835566  0.086
H  -2.117287  -3.430817  2.396677  0.081
H  -0.972498  -2.807662  1.201886  0.081
H  -0.807820  -2.322950  2.889874  0.082
H  -4.073783  -2.682790  1.499730  0.086
H  -4.320186  -1.105233  0.738015  0.076
H  -3.203774  -2.273764  0.019877  0.085
C  0.474496  -1.665165  -6.685375  0.013
N  0.858825  -1.350646  -5.321077  -0.052
C  1.163016  -0.113253  -4.827255  0.103
C  1.732695  -0.262517  -3.524295  -0.097
C  2.147603  0.718160  -2.625009  0.137
C  3.314295  0.472299  -1.790198  -0.228
C  3.163865  -0.178924  -0.538785  -0.085
C  4.263294  -0.402220  0.286024  -0.063
C  5.511720  0.115627  -0.085234  -0.066
C  5.701262  0.692063  -1.358844  -0.066
C  4.612996  0.867632  -2.211407  -0.023
C  1.787395  -1.720158  -3.274205  -0.074
C  2.290052  -2.545495  -2.273914  0.017
C  2.059751  -3.932448  -2.301344  -0.036
C  1.321916  -4.511726  -3.347031  -0.049
C  0.889477  -3.708904  -4.420328  0.006
C  1.158505  -2.344034  -4.372735  -0.161
H  -0.167573  -2.551589  -6.667671  0.094
H  -0.047668  -0.808159  -7.126968  0.106
H  1.370732  -1.915026  -7.275331  0.116
H  1.025259  0.806354  -5.396322  0.158
H  1.785952  1.739921  -2.742056  0.147
H  2.159385  -0.516020  -0.240953  0.131
H  4.125306  -0.929461  1.237539  0.129
H  6.353234  -0.001015  0.598502  0.109
H  6.685280  1.050725  -1.680896  0.110
H  4.705120  1.319463  -3.211642  0.119
H  2.867185  -2.112912  -1.463424  0.091
H  2.429902  -4.543777  -1.474230  0.117
H  1.080795  -5.578122  -3.327582  0.114
H  0.399492  -4.135283  -5.293736  0.109

Cartesian forces, eV/Å:
-0.28 0.36 0.16
1.24 -0.26 -1.07
-0.44 -0.59 0.51
0.18 0.79 0.90
-0.69 0.27 -0.21
1.45 2.36 0.35
-1.38 -1.22 -0.55
1.05 0.72 0.73
0.10 -0.68 0.07
-1.54 -0.38 -0.12
0.57 0.36 0.14
0.00 -0.13 -0.40
1.24 0.65 0.07
0.03 -1.13 0.11
0.51 0.35 0.05
-0.24 -0.29 -0.24
-0.61 -0.31 -0.12
-0.05 0.15 0.14
0.25 -0.01 0.34
-0.59 0.00 -0.10
-0.51 -1.09 -0.07
-0.60 -0.27 -0.36
0.10 0.13 0.10
0.11 0.00 0.08
-0.10 0.04 -0.05
0.02 -0.10 -0.16
-0.07 -0.30 0.01
-0.10 0.47 0.09
0.05 -0.10 0.00
0.10 0.08 -0.05
-0.03 0.14 -0.38
0.00 0.01 -0.01
-0.16 0.04 -0.17
0.04 -0.09 -0.24
-0.06 0.05 -0.04
0.09 -0.31 0.00
0.03 -0.12 0.15
0.10 0.28 0.10
-0.12 0.10 0.04
0.06 -0.01 0.00
0.00 0.14 -0.04
0.16 -0.01 -0.03
0.10 0.08 0.14
0.00 -0.02 -0.35
0.58 2.27 0.59
-1.01 -1.85 -0.21
0.15 0.12 1.38
0.30 -0.55 -2.66
0.86 -0.61 2.18
-0.19 0.20 -0.61
0.21 0.46 -0.15
-0.07 -0.43 -0.48
-0.29 0.07 0.42
-1.08 0.09 -0.11
0.15 -0.68 -0.75
0.08 -0.38 0.43
-0.34 0.50 -0.31
0.00 0.57 -0.20
0.31 -0.16 0.03
0.31 -0.05 0.84
-0.02 0.38 -0.06
0.12 -0.34 0.10
-0.29 0.16 0.20
-0.04 -0.43 0.08
0.06 -0.05 -0.08
0.61 0.27 0.00
0.09 0.38 -0.39
-0.19 0.10 -0.25
-0.40 -0.23 0.22
0.20 -0.17 0.60
-0.21 -0.36 -0.23
-0.12 0.20 -0.37
0.17 0.42 -0.10
0.01 -0.05 0.33



no.,DFT total energy (eV)
1,-138912.5745
2,-11885.2775
3,-64406.5220